Below is a molecular structure, C5H8N2O in a non-equilibrium geometry, with properties calculated with wB97M-V/def2-TZVPD.

## Properties
F_max ... 3.50 eV/A
Frontier orbital gap ... 10.0 eV
LUMO level ... 0.039 Eh
DFT total energy ... -10338.0217 eV
ΔE to the lowest compared entry with this formula, charge and spin ... 108.49 kcal/mol

Atoms and positions in Å:
C  -1.1016  1.3663  0.1730
C  0.8522  -1.0493  0.7865
C  1.3964  0.1070  -0.0758
C  0.1566  -0.3182  -0.9740
C  0.5056  -1.8408  -0.5035
H  -0.9558  3.2442  -0.2078
H  -1.9161  1.2676  1.0704
H  1.4384  -1.5864  1.5959
H  2.4104  -0.3236  -0.4497
H  1.6005  1.0768  0.3583
H  0.0179  0.0455  -2.0263
H  -0.4239  -2.4636  -0.5415
H  1.4305  -2.2989  -0.9298
N  -0.6070  2.3238  -0.5517
N  -0.8759  0.0394  -0.0885
O  -0.5096  -0.6368  1.1469


Below is C5H4BrIS in the gas phase in a non-equilibrium geometry, with properties calculated with wB97M-V/def2-TZVPD.

## Properties
F_max ... 6.32 eV/A
Frontier orbital gap (spin up / spin down) ... 7.2 / 7.2 eV
LUMO level (spin up / spin down) ... -0.015 / -0.015 Eh
DFT total energy ... -94223.5371 eV
ΔE to the lowest compared entry with this formula, charge and spin ... 90.26 kcal/mol

Atoms and positions in Å:
C  -0.9761  1.0706  0.0061
C  -2.0156  0.3088  -0.3572
C  0.1971  0.4748  0.1417
C  -0.3478  -1.4999  -0.0559
C  1.5757  0.3443  0.4310
S  -1.9141  -1.3657  -0.4920
Br  0.8969  -2.8994  -0.0552
I  2.7892  0.1557  -1.4053
H  -1.1059  2.0746  0.1152
H  -3.0244  0.7195  -0.1668
H  1.7595  -0.6055  1.0135
H  2.1654  1.2222  0.8249


Below is 2 unconnected molecules or ions with the total composition C2H5O2 in a non-equilibrium geometry, with properties calculated with wB97M-V/def2-TZVPD.

## Properties
F_max ... 3.59 eV/A
Frontier orbital gap (spin up / spin down) ... 7.7 / 9.1 eV
Charge ... +1
LUMO level (spin up / spin down) ... -0.248 / -0.240 Eh
DFT total energy ... -6236.0203 eV
ΔE to the lowest compared entry with this formula, charge and spin ... 110.10 kcal/mol

Atoms and positions in Å:
C  -0.1067  -0.3074  -1.6224
C  -0.1938  -0.3428  0.6460
O  -0.8709  -0.9049  1.6676
O  -0.7447  -0.1857  -0.5439
H  -0.7378  -0.3054  -2.5930
H  1.0040  -0.3558  -1.6729
H  -0.6962  1.7453  0.7827
H  0.9298  -0.5519  0.4779
H  -0.4805  -0.6263  2.5513


Below is C2H4N4 in the gas phase in a non-equilibrium geometry, with properties calculated with wB97M-V/def2-TZVPD.

## Properties
F_max ... 1.30 eV/A
Frontier orbital gap ... 9.3 eV
LUMO level ... 0.018 Eh
DFT total energy ... -8096.0839 eV
SMILES ... [H]/N=N/C(N)=C=N
ΔE to the lowest compared entry with this formula, charge and spin ... 74.49 kcal/mol

Atoms and positions in Å:
H  0.1156  2.8259  -0.0632
N  0.0856  1.8756  0.3162
N  -0.0355  1.1018  -0.6569
C  -0.0158  -0.2828  -0.3243
N  -0.1581  -1.3057  -1.2870
C  0.1949  -0.5043  0.9610
N  0.4364  -0.4192  2.1493
H  0.6833  -1.4586  -1.8306
H  -0.9225  -1.1027  -1.9215
H  -0.3840  -0.7299  2.6570